No. 1
2 unconnected molecules or ions with the total composition CH3BrO2. Source: the OMol25 dataset; level of theory: the ωB97M-V functional and the def2-TZVPD basis.

```
7
Properties=species:S:1:pos:R:3
O 0.43 1.72 -0.23
H -0.45 -1.09 1.39
Br 1.21 -0.70 -0.37
H 0.82 2.31 -1.02
O -0.93 1.62 -0.18
C -0.25 -1.52 0.44
H -0.83 -2.35 -0.03
```

Summary:
**M**: 126.94 u
**Kohn-Sham gap (alpha / beta)**: 10.020 / 7.091 eV
**Energy relative to the best compared isomer or geometry (same formula, charge and spin)**: 6.7169 eV
**E**: -2764.143454 hartree



No. 2
CH3BrO2S in the gas phase. Source: the OMol25 dataset; level of theory: the ωB97M-V functional and the def2-TZVPD basis.

```
8
Properties=species:S:1:pos:R:3
O 1.21 -0.52 1.32
S 0.32 -0.80 0.24
H 0.05 1.52 0.49
H -0.64 0.78 -1.09
Br 1.75 -0.53 -1.54
O -0.42 -2.04 0.20
H -1.70 0.88 0.36
C -0.59 0.72 0.02
```

Summary:
**M**: 159.00 u
**Kohn-Sham gap**: 10.122 eV
**Energy relative to the best compared isomer or geometry (same formula, charge and spin)**: 0.4737 eV
**E**: -3162.543614 hartree
**SMILES**: CS(=O)(=O)Br



No. 3
3 unconnected molecules or ions with the total composition CH3BrO3S. Source: the OMol25 dataset; level of theory: the ωB97M-V functional and the def2-TZVPD basis.

```
9
Properties=species:S:1:pos:R:3
O -1.67 1.39 -3.59
C -0.42 0.49 0.48
Br 1.49 -0.91 -2.91
S -1.44 0.00 -3.30
H -1.29 0.46 1.01
H 0.86 -1.08 -1.58
O 0.46 -0.32 0.33
H -0.21 1.61 0.11
O -1.76 -0.42 -1.96
```

Summary:
**M**: 175.00 u
**Kohn-Sham gap**: 9.492 eV
**Energy relative to the best compared isomer or geometry (same formula, charge and spin)**: 0.5574 eV
**E**: -3237.770028 hartree



No. 4
2 unconnected molecules or ions with the total composition CH3BrOS. Source: the OMol25 dataset; level of theory: the ωB97M-V functional and the def2-TZVPD basis.

```
7
Properties=species:S:1:pos:R:3
H 0.22 -0.88 0.40
S 0.40 1.87 -0.84
O -0.15 1.13 0.46
H -1.17 -0.35 -0.62
C -0.67 -0.22 0.38
Br 2.73 -0.98 -0.93
H -1.36 -0.58 1.15
```

Summary:
**M**: 143.01 u
**Kohn-Sham gap (alpha / beta)**: 7.498 / 5.943 eV
**Energy relative to the best compared isomer or geometry (same formula, charge and spin)**: 2.4785 eV
**E**: -3087.222005 hartree



No. 5
CH3BrOS in the gas phase. Source: the OMol25 dataset; level of theory: the ωB97M-V functional and the def2-TZVPD basis.

```
7
Properties=species:S:1:pos:R:3
S 1.70 -1.07 0.52
H -0.29 -0.51 -0.89
C 0.21 -0.11 0.08
O 1.74 -2.24 -0.38
Br 3.21 0.46 -0.28
H -0.52 -0.50 0.81
H 0.41 0.82 0.42
```

Summary:
**M**: 143.01 u
**Kohn-Sham gap**: 9.504 eV
**Energy relative to the best compared isomer or geometry (same formula, charge and spin)**: 0.4204 eV
**E**: -3087.297638 hartree



No. 6
2 unconnected molecules or ions with the total composition CH3BrOS. Source: the OMol25 dataset; level of theory: the ωB97M-V functional and the def2-TZVPD basis.

```
7
Properties=species:S:1:pos:R:3
C 1.30 0.74 0.00
H 2.07 0.71 -0.75
O -2.48 -2.06 0.08
Br -0.07 -0.55 -0.31
S -3.50 -1.01 -0.06
H 0.80 1.82 0.22
H 1.88 0.36 0.83
```

Summary:
**M**: 143.01 u
**Kohn-Sham gap (alpha / beta)**: 7.722 / 7.745 eV
**Energy relative to the best compared isomer or geometry (same formula, charge and spin)**: 1.6849 eV
**E**: -3087.251169 hartree
**SMILES**: CBr.O=S



No. 7
CH3Cl2FSi in the gas phase. Source: the OMol25 dataset; level of theory: the ωB97M-V functional and the def2-TZVPD basis.

```
8
Properties=species:S:1:pos:R:3
F -2.38 -0.12 -1.80
Cl -3.05 1.67 0.39
H 0.04 -0.97 0.35
H 0.38 -0.12 -1.09
Si -2.11 -0.01 -0.25
C -0.22 -0.01 -0.10
H 0.15 0.78 0.53
Cl -3.03 -1.58 0.57
```

Summary:
**M**: 133.03 u
**Kohn-Sham gap**: 12.328 eV
**Energy relative to the best compared isomer or geometry (same formula, charge and spin)**: 0.2444 eV
**E**: -1349.827127 hartree
**SMILES**: C[Si](F)(Cl)Cl



No. 8
2 unconnected molecules or ions with the total composition CH3Cl2NO. Source: the OMol25 dataset; level of theory: the ωB97M-V functional and the def2-TZVPD basis.

```
8
Properties=species:S:1:pos:R:3
O 0.86 1.60 1.02
H 0.88 2.45 1.47
C -0.58 -1.18 -0.58
H 1.57 1.08 1.40
H -1.48 -0.02 -1.84
Cl -0.65 -1.99 0.91
N -1.54 -0.51 -0.96
Cl 0.93 -1.44 -1.42
```

Summary:
**M**: 115.95 u
**Kohn-Sham gap**: 11.348 eV
**Energy relative to the best compared isomer or geometry (same formula, charge and spin)**: 0.9687 eV
**E**: -1090.267077 hartree
**SMILES**: N=C(Cl)Cl.O



No. 9
CH3Cl2NO2S in the gas phase. Source: the OMol25 dataset; level of theory: the ωB97M-V functional and the def2-TZVPD basis.

```
10
Properties=species:S:1:pos:R:3
Cl 0.84 -2.17 -0.02
H -1.04 1.17 1.70
N 1.10 -0.57 -0.62
C -0.31 0.48 1.25
S -0.43 0.32 -0.58
H 0.63 0.83 1.39
O -0.15 1.49 -1.38
Cl 1.54 -0.68 -2.30
H -0.63 -0.47 1.60
O -1.54 -0.40 -1.03
```

Summary:
**M**: 164.01 u
**Kohn-Sham gap (alpha / beta)**: 6.772 / 7.138 eV
**Energy relative to the best compared isomer or geometry (same formula, charge and spin)**: 2.4488 eV
**Multiplicity**: 3
**E**: -1563.444957 hartree



No. 10
CH3Cl2OP in the gas phase. Source: the OMol25 dataset; level of theory: the ωB97M-V functional and the def2-TZVPD basis.

```
8
Properties=species:S:1:pos:R:3
H -0.08 0.61 -1.96
C -0.89 0.11 1.06
H -1.42 0.96 1.04
P 0.38 -0.11 -0.02
H -1.48 -0.69 1.22
O 0.50 -0.13 -1.72
Cl 1.85 1.21 0.36
Cl 1.14 -1.96 0.02
```

Summary:
**M**: 132.91 u
**Kohn-Sham gap**: 9.335 eV
**Energy relative to the best compared isomer or geometry (same formula, charge and spin)**: 2.2558 eV
**E**: -1376.879258 hartree
**SMILES**: C=P(O)(Cl)Cl



No. 11
A molecular structure, CH3Cl2OPS. Source: the OMol25 dataset; level of theory: the ωB97M-V functional and the def2-TZVPD basis.

```
9
Properties=species:S:1:pos:R:3
H 1.86 -0.19 0.15
P -3.20 0.58 0.98
H -3.03 -0.72 1.31
S -0.70 0.18 -0.12
C 1.16 0.62 0.27
Cl -3.84 0.84 -0.85
Cl 1.84 1.87 -0.81
O -0.72 -1.24 0.27
H 0.99 0.84 1.36
```

Summary:
**M**: 164.98 u
**Kohn-Sham gap (alpha / beta)**: 7.002 / 7.643 eV
**Energy relative to the best compared isomer or geometry (same formula, charge and spin)**: 5.5198 eV
**E**: -1774.960408 hartree



No. 12
2 unconnected molecules or ions with the total composition CH3Cl2P. Source: the OMol25 dataset; level of theory: the ωB97M-V functional and the def2-TZVPD basis.

```
7
Properties=species:S:1:pos:R:3
H -1.10 1.71 -0.12
Cl 0.55 -0.26 1.38
H 1.91 0.29 -0.41
Cl -1.06 -2.64 -0.50
C 1.04 0.77 0.02
H -1.49 -1.81 0.32
P 0.15 1.94 -0.70
```

Summary:
**M**: 116.91 u
**Kohn-Sham gap**: 9.353 eV
**Energy relative to the best compared isomer or geometry (same formula, charge and spin)**: 2.7755 eV
**E**: -1301.578696 hartree
**SMILES**: [H]/P=C\Cl.Cl



It is found that the strongest force on any atom values, taken in the order of the records, are 2.9, 2.5, 5.6, 2.6, 5.9, 3.2, 2.2, 0.9, 4.6, 4.7, 3.9, 2.3 eV Å⁻¹.